1.
The following is a DFT calculation (wB97M-V/def2-TZVPD) of an isolated ion of composition C4H7N2S2 and charge +1.

net charge: +1
structure (SMILES): NC(=[NH2+])[C@@H]1C=CSS1
total energy: -1062.217468 a.u.
gap between HOMO and LUMO: 8.6060 eV
HOMO level: -12.26 eV

The geometry in XYZ format:
```
15
Properties=species:S:1:pos:R:3:forces:R:3
N 1.5465 0.4824 0.8378 -1.22 0.50 -1.27
C 1.0775 -0.5409 0.2212 -0.84 -2.71 -0.78
N 1.5027 -1.8023 0.5106 -1.62 1.15 -1.82
C -0.3423 -0.2695 -0.9121 1.72 -0.14 2.49
C -0.7731 1.1120 -0.8693 -3.59 0.95 2.56
C -1.9197 1.3941 -0.1331 2.02 -1.39 -0.51
S -2.7373 0.1540 0.7072 0.39 -0.36 -0.12
S -1.6109 -1.3144 -0.2491 -0.46 -0.85 -0.30
H 1.0427 1.2921 0.4639 0.88 0.78 0.92
H 2.3752 0.4245 1.3940 0.25 0.59 0.46
H 0.9834 -2.5223 0.0361 -0.03 -0.13 -0.32
H 1.8142 -2.1676 1.3825 0.63 0.55 0.87
H -0.0728 -0.4350 -1.9225 0.77 -1.26 -0.75
H -0.4845 1.8774 -1.5087 1.16 1.03 -1.15
H -2.4015 2.3156 0.0415 -0.07 1.30 -0.28
```
Forces are in eV/Å.

2.
The following is a DFT calculation (wB97M-V/def2-TZVPD) of a 2-piece molecular cluster, C4H7N2S2 overall.

net charge: +1
total energy: -1062.210318 a.u.
gap between HOMO and LUMO (alpha / beta): 6.9642 / 6.9637 eV
HOMO level (alpha / beta): -11.97 / -11.97 eV

The geometry in XYZ format:
```
15
Properties=species:S:1:pos:R:3:forces:R:3
C -0.4008 -1.4960 -1.0378 0.07 -0.30 -0.01
C 0.7944 -2.1265 -1.2277 0.23 0.59 -0.37
C -0.4095 1.0076 0.9610 -0.35 -0.83 -1.34
C -0.4753 -0.1753 -1.4671 0.68 0.49 0.05
N 0.3501 0.3558 1.8148 0.21 0.27 0.61
N -0.7207 2.2553 1.2092 0.13 0.60 0.59
S 2.0384 -1.2382 -1.9883 -0.35 -0.05 0.23
S 0.9051 0.4493 -2.2437 -0.40 -0.49 0.17
H -1.2413 -1.9802 -0.5712 -0.12 -0.07 0.07
H 1.0183 -3.1425 -0.9542 0.05 -0.21 0.07
H -1.3676 0.4195 -1.4793 -0.14 0.09 -0.05
H 0.5662 -0.6158 1.6681 -0.04 0.10 0.00
H 0.6726 0.7655 2.6894 0.05 -0.17 -0.02
H -1.3051 2.7745 0.5767 0.04 -0.08 0.07
H -0.4248 2.7471 2.0501 -0.07 0.06 -0.07
```
Forces are in eV/Å.

3.
The following is a DFT calculation (wB97M-V/def2-TZVPD) of a 2-piece molecular cluster, C4H7N3 overall.

net charge: 0
total energy: -320.721502 a.u.
gap between HOMO and LUMO (alpha / beta): 8.0542 / 8.0553 eV
HOMO level (alpha / beta): -7.60 / -7.60 eV

The geometry in XYZ format:
```
14
Properties=species:S:1:pos:R:3:forces:R:3
C 0.0602 -0.4861 -2.1282 0.13 -0.03 -0.26
N -1.4270 -0.7291 -0.5583 -0.11 0.08 0.16
C -0.6391 -0.0842 0.2930 0.11 0.04 -0.15
N 0.4776 0.3774 -0.2753 -0.21 -0.13 0.06
N 1.3854 0.6100 0.7357 0.06 0.17 0.06
C 0.7249 0.5477 1.9328 -0.01 -0.08 0.02
C -0.5492 0.1151 1.7171 0.00 -0.02 0.04
H 0.1176 -1.5641 -2.0493 -0.03 0.16 0.03
H -0.7792 -0.1232 -2.7090 0.11 -0.06 0.15
H 0.9925 -0.0070 -2.4048 -0.12 -0.04 0.11
H -2.4233 -0.5762 -0.4164 0.06 -0.03 0.01
H 2.1071 1.2887 0.5459 -0.07 -0.09 0.04
H 1.2396 0.7838 2.8570 -0.08 -0.03 -0.15
H -1.2871 -0.1529 2.4598 0.13 0.06 -0.12
```
Forces are in eV/Å.

What is the net charge in the first record? +1

What is the formula in the first record? C4H7N2S2

net charge of number 2 (C4H7N2S2)? +1

Which formula does entry 3 have? C4H7N3